# 1
DFT (ωB97M-V with the def2-TZVPD basis set) results for a 2-piece molecular cluster, Cl2H2NO2P overall at a distorted geometry.

Last column: Löwdin charge in e.
Cartesian coordinates (Å):
N 1.79 0.19 -0.42  -0.106
O -0.55 -0.27 1.48  -0.469
O 0.85 -0.29 -1.19  -0.253
P -1.17 -0.19 0.14  -0.026
Cl -2.19 -1.86 -0.23  0.311
Cl -2.33 1.45 -0.17  0.261
H 1.91 -0.28 0.56  0.138
H 1.69 1.25 -0.18  0.143

**Net charge**: 0
**Electronic energy**: -39949.5647 eV
**Orbital gap (alpha / beta)**: 7.86 / 8.27 eV
**Energy relative to the best compared isomer or geometry (same formula, charge and spin)**: 2.646 eV
**Multiplicity**: 1

***

# 2
DFT (ωB97M-V with the def2-TZVPD basis set) results for one molecule with the formula C3H7NO.

Last column: Löwdin charge in e.
Cartesian coordinates (Å):
C -0.10 0.87 -0.96  -0.034
C 0.03 -0.13 0.15  -0.409
C -0.19 0.33 1.57  -0.054
N 0.39 -1.35 0.00  0.018
O 0.61 -1.65 -1.35  -0.083
H -0.97 1.51 -0.80  0.080
H -0.17 0.38 -1.93  0.068
H 0.79 1.52 -0.96  0.091
H -1.18 0.78 1.70  0.078
H 0.55 1.09 1.83  0.081
H -0.08 -0.51 2.26  0.076
H 1.09 -2.48 -1.30  0.088

**Net charge**: 0
**Electronic energy**: -6760.6305 eV
**Orbital gap**: 10.52 eV
**Energy relative to the best compared isomer or geometry (same formula, charge and spin)**: 2.120 eV
**Multiplicity**: 1
**SMILES string**: CC(C)=NO

***

# 3
DFT (ωB97M-V with the def2-TZVPD basis set) results for a 2-piece molecular cluster, C3H10NO overall at a distorted geometry.

Last column: Löwdin charge in e.
Cartesian coordinates (Å):
C 1.66 -3.16 1.87  -0.549
O 1.21 -2.00 1.42  -0.460
H 2.25 -3.77 1.17  0.013
H 2.22 -3.21 2.80  0.002
H 0.68 -3.71 2.09  0.031
C -1.47 2.61 -0.83  -0.129
N -0.06 1.90 -0.87  -0.168
C -0.21 0.50 -1.29  -0.195
H -1.36 3.59 -0.77  -0.007
H -2.07 2.58 -1.65  0.022
H -2.21 2.33 0.01  0.095
H 0.30 2.07 0.12  0.115
H -0.01 -0.28 -0.45  0.091
H 0.32 0.36 -2.33  0.095
H -1.26 0.20 -1.29  0.044

**Net charge**: -1
**Electronic energy**: -6807.6706 eV
**Orbital gap**: 5.14 eV
**Energy relative to the best compared isomer or geometry (same formula, charge and spin)**: 3.104 eV
**Multiplicity**: 1

***

# 4
DFT (ωB97M-V with the def2-TZVPD basis set) results for one molecule with the formula C6H3N3O2S at a distorted geometry.

Last column: Löwdin charge in e.
Cartesian coordinates (Å):
O 2.76 -1.32 -1.02  0.029
N 2.69 -2.03 -0.02  -0.026
O 2.03 -1.43 0.98  -0.104
C 0.76 -0.83 0.54  -0.092
C -0.65 -1.71 0.33  0.024
C -1.98 -0.87 -0.13  -0.060
C -2.02 0.75 -0.37  -0.010
C -0.64 1.62 -0.19  -0.236
N -0.35 3.10 -0.35  -0.282
S 1.38 3.26 0.01  0.870
N 1.99 1.64 0.43  -0.247
C 0.72 0.81 0.26  -0.180
H -0.70 -2.88 0.50  0.110
H -2.99 -1.48 -0.30  0.097
H -3.00 1.37 -0.67  0.107

**Net charge**: 0
**Electronic energy**: -25658.3761 eV
**Orbital gap**: 6.97 eV
**Energy relative to the best compared isomer or geometry (same formula, charge and spin)**: 9.606 eV
**Multiplicity**: 1
**SMILES string**: O=NOc1cccc2nsnc12

***

# 5
DFT (ωB97M-V with the def2-TZVPD basis set) results for one molecule with the formula C5H7NO at a distorted geometry.

Last column: Löwdin charge in e.
Cartesian coordinates (Å):
C -2.20 -0.84 -0.03  0.029
C -1.41 0.19 0.10  -0.190
C -0.01 0.43 -0.08  -0.429
C 0.32 1.77 -0.02  0.100
N 0.91 -0.53 -0.14  0.081
C 2.40 -0.65 0.06  -0.199
O 3.43 0.05 0.03  0.021
H -3.18 -0.96 0.20  0.018
H -1.77 -1.79 -0.39  0.064
H -1.97 1.10 0.55  0.129
H -0.88 2.20 -0.07  0.121
H 1.18 2.19 -0.34  0.014
H 0.60 -1.47 -0.30  0.114
H 2.58 -1.68 0.45  0.126

**Net charge**: 0
**Electronic energy**: -8832.3614 eV
**Orbital gap**: 8.95 eV
**Energy relative to the best compared isomer or geometry (same formula, charge and spin)**: 3.841 eV
**Multiplicity**: 1
**SMILES string**: C=CC(=C)NC=O

***

# 6
DFT (ωB97M-V with the def2-TZVPD basis set) results for an isolated ion of composition C5H10N2 and charge +2 at a distorted geometry.

Last column: Löwdin charge in e.
Cartesian coordinates (Å):
C 1.38 -0.87 0.37  0.190
C 3.08 0.81 -0.22  0.198
C -1.38 0.37 -0.26  0.063
C -0.47 -0.64 0.34  -0.222
C -1.49 1.73 0.16  -0.022
N 2.19 0.02 0.11  0.010
N -0.80 -2.02 -0.14  0.157
H 3.68 1.30 0.52  0.137
H 3.35 0.72 -1.31  0.163
H -1.82 0.09 -1.24  0.156
H -0.42 -0.70 1.42  0.147
H -1.50 2.53 -0.67  0.176
H -0.91 1.94 1.01  0.085
H -2.55 1.78 0.55  0.169
H -1.72 -2.40 0.17  0.200
H -0.15 -2.63 0.38  0.160
H -0.49 -2.03 -1.19  0.234

**Net charge**: +2
**Electronic energy**: -8303.9195 eV
**Orbital gap (alpha / beta)**: 6.99 / 6.98 eV
**Energy relative to the best compared isomer or geometry (same formula, charge and spin)**: 3.949 eV
**Multiplicity**: 1

***

# 7
DFT (ωB97M-V with the def2-TZVPD basis set) results for one molecule with the formula C15H25OP at a distorted geometry.

Last column: Löwdin charge in e.
Cartesian coordinates (Å):
C -4.15 2.58 2.05  -0.097
C -2.72 3.02 1.70  -0.314
C -1.86 1.84 1.21  -0.585
C -2.21 1.53 -0.27  -0.101
P -0.08 2.29 1.51  0.974
C 0.90 1.54 0.13  -0.443
O 1.08 0.18 0.45  -0.127
C 1.50 -0.65 -0.56  -0.213
C 2.11 -0.18 -1.72  0.023
C 2.52 -1.07 -2.73  -0.274
C 3.14 -0.53 -3.99  -0.051
C 2.33 -2.42 -2.54  -0.052
C 1.73 -2.88 -1.36  -0.019
C 1.30 -2.02 -0.36  -0.141
C 0.63 -2.57 0.88  -0.356
C -0.80 -1.99 1.06  -0.044
C 1.46 -2.38 2.14  -0.065
H -4.79 2.69 1.18  0.065
H -4.14 1.52 2.31  0.070
H -4.55 3.15 2.88  0.066
H -2.22 3.46 2.57  0.081
H -2.71 3.76 0.90  0.102
H -2.07 0.95 1.80  0.079
H -2.15 0.47 -0.45  0.061
H -1.59 2.08 -0.97  0.061
H -3.25 1.81 -0.45  0.069
H -0.10 3.67 1.19  -0.047
H 1.84 2.09 0.09  0.087
H 0.41 1.69 -0.83  0.075
H 2.29 0.87 -1.88  0.110
H 3.80 0.30 -3.72  0.076
H 3.71 -1.29 -4.50  0.073
H 2.39 -0.11 -4.66  0.081
H 2.62 -3.14 -3.29  0.105
H 1.59 -3.95 -1.24  0.109
H 0.52 -3.64 0.73  0.121
H -0.81 -1.33 1.92  0.069
H -1.08 -1.46 0.16  0.061
H -1.51 -2.80 1.19  0.075
H 0.94 -2.88 2.97  0.079
H 2.45 -2.83 2.07  0.080
H 1.55 -1.34 2.43  0.074

**Net charge**: 0
**Electronic energy**: -27296.2932 eV
**Orbital gap**: 9.24 eV
**Energy relative to the best compared isomer or geometry (same formula, charge and spin)**: 2.429 eV
**Multiplicity**: 1
**SMILES string**: CC[C@@H](C)PCOc1cc(C)ccc1C(C)C

***

# 8
DFT (ωB97M-V with the def2-TZVPD basis set) results for a 5-piece molecular cluster, H10O5 overall.

Last column: Löwdin charge in e.
Cartesian coordinates (Å):
O 0.26 -0.55 2.54  -0.059
H 0.19 -0.14 1.68  -0.016
H 1.17 -0.39 2.81  0.032
O 0.53 2.83 -0.93  -0.036
H 1.40 2.75 -1.32  0.052
H -0.07 2.88 -1.68  0.051
O -3.34 -0.91 1.03  -0.053
H -2.85 -1.71 0.88  0.028
H -3.12 -0.65 1.93  0.032
O 0.32 -0.10 -0.44  -0.037
H 0.26 0.85 -0.37  0.019
H -0.58 -0.39 -0.53  0.063
O 2.03 -1.40 -2.24  -0.068
H 1.41 -0.96 -1.65  -0.036
H 2.39 -2.11 -1.72  0.027

**Net charge**: 0
**Electronic energy**: -10399.9878 eV
**Orbital gap**: 11.33 eV
**Energy relative to the best compared isomer or geometry (same formula, charge and spin)**: 0.862 eV
**Multiplicity**: 1
**SMILES string**: O.O.O.O.O

***

Q: What is the formula in the third record?
A: C3H10NO

***

Q: What is the formula in the first record?
A: Cl2H2NO2P

***

Q: Which formula does entry 1 have?
A: Cl2H2NO2P